## a
The following is a DFT calculation (ωB97M-V with the def2-TZVPD basis set) of a 3-piece molecular cluster, C2H10N2O2 overall.

Geometry (Å):
N: 1.92917 -1.09145 0.57193
C: 0.81139 -1.98241 0.63151
C: -0.50320 -1.50476 0.70664
N: -1.62930 -1.89073 -0.13893
H: 2.11373 -0.80911 -0.40640
H: 2.82575 -1.37287 1.02511
H: 0.79544 -3.10506 0.31259
H: -0.84812 -0.85890 1.47620
H: -1.48932 -2.78710 -0.62080
H: -2.35165 -1.96631 0.53504
O: -0.64741 3.79586 -1.93868
H: -0.01480 4.55409 -2.08603
H: -0.09633 3.07875 -1.58893
O: 0.04038 1.58484 0.52893
H: 0.71522 1.02155 0.88599
H: -0.74184 0.99768 0.68542

- Orbital gap: 0.3334 hartree
- HOMO: -8.27 eV
- Structure (SMILES): N/C=C/N.O.O



## b
The following is a DFT calculation (ωB97M-V with the def2-TZVPD basis set) of a 3-piece molecular cluster, C2H10N2O2 overall.

Geometry (Å):
C: -1.09808 1.42558 1.24332
N: -0.39098 0.31871 0.52200
C: -0.96989 -0.79634 0.35325
N: -2.38558 -0.91186 0.46473
H: -2.11114 1.80084 0.96700
H: -1.18422 1.26631 2.28965
H: -0.42635 2.22517 1.03816
H: -0.49267 -1.74449 -0.07584
H: -2.79269 -1.82724 0.21279
H: -2.91230 -0.49450 1.19806
O: 2.35005 0.25833 -0.16298
H: 2.49046 1.15215 -0.48764
H: 1.40654 0.25595 0.03052
O: 2.63551 -1.28579 -2.66479
H: 2.41545 -0.71578 -1.89946
H: 3.46588 -0.92703 -3.02878

- Orbital gap: 0.3855 hartree
- HOMO: -9.80 eV
- Structure (SMILES): C/N=C\N.O.O



## c
The following is a DFT calculation (ωB97M-V with the def2-TZVPD basis set) of a 3-piece molecular cluster, C2H10N2O2 overall.

Geometry (Å):
H: 2.52562 0.18270 0.98023
N: 1.70632 -0.21269 0.48757
C: 0.80620 -0.54483 1.35169
N: -0.47623 -0.62195 0.94409
C: -1.58217 -0.64046 1.88138
H: 0.99844 -0.57456 2.42702
H: -0.81906 -0.45620 0.02821
H: -2.39226 -1.32768 1.53914
H: -2.00726 0.38302 1.89002
H: -1.26972 -0.84706 2.88368
O: 1.28728 1.50867 -1.93566
H: 2.17146 1.47945 -2.32482
H: 1.36726 1.41699 -0.98032
O: -1.50994 -0.05216 -2.04709
H: -0.58800 0.23541 -2.13235
H: -2.00844 0.73903 -1.81636

- Orbital gap: 0.3526 hartree
- HOMO: -8.72 eV
- Structure (SMILES): [H]/N=C/NC.O.O



It comes down to c, which is 0.0070 hartree more stable than the next structure.



## a
The following is a DFT calculation (ωB97M-V with the def2-TZVPD basis set) of a 4-piece molecular cluster, CH10N2O3 overall.

Geometry (Å):
H: -2.21164 -1.26891 0.34335
N: -1.52283 -0.52055 0.26811
C: -1.51192 -0.24990 -0.98112
N: -0.66349 0.65853 -1.52299
H: -2.33809 -0.47438 -1.65709
H: 0.31054 0.64548 -1.26671
H: -0.89448 1.11678 -2.37600
O: 0.66707 1.23449 1.24925
H: -0.02781 0.54590 1.23521
H: 0.19485 2.06401 1.36178
O: 0.11866 -2.76116 1.60162
H: -0.14302 -2.06217 2.20949
H: 0.88473 -3.16942 2.01707
O: 2.17657 1.15956 -1.03629
H: 3.01198 1.56259 -1.28530
H: 1.94886 1.51915 -0.16038

- Orbital gap: 0.3665 hartree
- HOMO: -9.07 eV
- Structure (SMILES): [H]/N=C/N.O.O.O



## b
The following is a DFT calculation (ωB97M-V with the def2-TZVPD basis set) of CH10N2O3 as an isolated structure.

Geometry (Å):
N: -0.55109 -0.72299 0.09266
C: -0.55066 0.51465 0.76588
N: -0.73691 0.35805 2.18406
H: -0.48631 -0.59316 -0.86282
H: 0.14061 -1.35978 0.49693
H: -1.39024 1.06381 0.32354
H: 0.03131 -0.24251 2.56727
H: 0.21031 0.45589 -2.25756
H: -0.84693 1.16392 2.66659
O: 0.29086 -0.62581 -2.59227
H: 0.35832 0.87919 0.32508
H: 2.32272 -1.35119 1.68601
O: 1.36589 -1.13784 1.82948
H: -0.13253 2.30753 -2.26269
H: 1.09809 -0.65833 -3.10607
O: -0.27992 1.48881 -1.75078

- Orbital gap: 0.1653 hartree
- HOMO: -9.41 eV



It comes down to a, which is 0.2966 hartree more stable than the next structure.



## a
The following is a DFT calculation (ωB97M-V with the def2-TZVPD basis set) of C4H8N4 as an isolated structure.

Geometry (Å):
C: 1.25446 0.50718 1.05212
C: -0.51397 1.79088 -0.24343
C: -0.13023 -1.24952 -1.58543
C: -0.43701 -1.50266 0.56173
H: 0.08597 0.35892 1.71308
H: 2.04345 1.28186 1.16048
H: 1.78626 -0.39465 1.17026
H: -0.74382 1.74448 -1.49779
H: -1.65110 1.31132 0.40948
H: 0.04187 2.80199 0.22680
H: -0.11812 -0.46438 -2.68768
H: -0.31931 -1.51459 1.73979
N: 0.49911 0.75516 -0.24106
N: -0.14039 -0.45337 -0.36405
N: -0.65966 -2.39892 -1.37148
N: -0.99753 -2.57369 -0.04281

- Orbital gap: 0.3629 hartree
- HOMO: -9.25 eV



## b
The following is a DFT calculation (ωB97M-V with the def2-TZVPD basis set) of one molecule with the formula C4H8N4.

Geometry (Å):
C: 2.39459 0.71495 0.05985
N: 1.61794 -0.11111 0.61245
N: 0.19927 0.06966 0.79524
N: -0.45879 -0.80853 1.61378
C: -0.46283 0.39532 -0.43614
C: -0.87460 -0.79647 -1.29669
C: -1.78665 1.15775 -0.00539
N: -2.75228 1.61700 0.41064
H: 2.10137 1.50639 -0.63202
H: 3.44756 0.61820 0.28117
H: -0.45291 -0.49209 2.58001
H: -0.13714 -1.77046 1.53261
H: 0.10148 1.14336 -0.99489
H: -1.50094 -1.47173 -0.71821
H: 0.01224 -1.32025 -1.64842
H: -1.44831 -0.45200 -2.15401

- Orbital gap: 0.3738 hartree
- HOMO: -9.31 eV
- Structure (SMILES): C=NN(N)[C@@H](C)C#N



It comes down to b, which is 0.1588 hartree more stable than the next structure.



## a
The following is a DFT calculation (ωB97M-V with the def2-TZVPD basis set) of one molecule with the formula C4H8N4.

Geometry (Å):
H: -2.26756 -2.50608 2.75341
N: -1.84490 -1.62149 2.14321
C: -0.49262 -1.71014 2.22709
N: 0.37007 -0.86427 1.55755
C: -0.09325 -0.32176 0.29744
N: 0.73650 0.28287 -0.38358
N: 0.00490 0.87119 -1.31707
C: 0.73861 1.11912 -2.63762
C: 0.51102 2.30697 -1.82746
H: 0.03398 -2.58401 2.68759
H: 1.46279 -1.38034 1.39784
H: -1.20011 0.00989 0.14586
H: 0.08949 1.08197 -3.43870
H: 1.72838 0.61131 -2.51066
H: -0.20211 3.12171 -1.87413
H: 1.50660 2.60237 -1.51865

- Orbital gap: 0.3486 hartree
- HOMO: -8.74 eV
- Structure (SMILES): [H]/N=C/N/C=N/N1CC1



## b
The following is a DFT calculation (ωB97M-V with the def2-TZVPD basis set) of one molecule with the formula C4H8N4.

Geometry (Å):
H: -0.57850 -1.31390 1.58158
N: -1.26394 -1.82770 1.02289
C: -1.48520 -1.42812 -0.15490
N: -0.92369 -0.39701 -0.98054
C: 0.11707 0.52427 -0.89455
C: 0.20100 1.36024 -2.14674
N: 0.88813 0.88327 0.07873
N: 0.79106 0.12545 1.27653
C: 1.67822 0.54477 2.12027
H: -2.21811 -1.92267 -0.77983
H: -1.42504 -0.34979 -1.87732
H: 0.42809 0.71777 -3.00235
H: -0.79132 1.79699 -2.33079
H: 1.01688 2.09356 -2.00800
H: 2.34063 1.39440 1.96654
H: 1.71978 0.08867 3.12235

- Orbital gap: 0.3562 hartree
- HOMO: -8.97 eV
- Structure (SMILES): [H]/N=C\N/C(C)=N\N=C



It comes down to b, which is 0.1257 hartree more stable than the next structure.



## a
The following is a DFT calculation (ωB97M-V with the def2-TZVPD basis set) of one molecule with the formula C4H8N4.

Geometry (Å):
C: 1.87283 0.96339 0.03672
N: 1.02461 -0.21670 -0.17548
N: 1.56027 -1.49713 -0.08281
C: -0.32789 -0.17635 0.00904
N: -1.01443 -1.27723 0.06566
C: -2.36064 -0.84227 0.01796
N: -2.59762 0.41179 -0.12341
C: -1.28220 0.99207 -0.04876
H: 2.89191 0.75988 -0.29825
H: 1.88438 1.29463 1.05087
H: 1.45747 1.78272 -0.52333
H: 1.10531 -2.03901 -0.79250
H: 1.21410 -1.91962 0.80338
H: -3.16057 -1.56882 -0.05092
H: -1.06680 1.80002 -0.79002
H: -1.20073 1.53262 0.90185

- Orbital gap: 0.3545 hartree
- HOMO: -8.86 eV
- Structure (SMILES): CN(N)C1=NC=NC1



## b
The following is a DFT calculation (ωB97M-V with the def2-TZVPD basis set) of C4H8N4 as an isolated structure.

Geometry (Å):
C: -0.77341 -0.74258 0.09741
C: 0.10182 0.60872 -0.96335
C: -2.12849 -0.89181 0.00040
C: 0.10879 0.62874 -2.28293
N: 0.02234 -1.36693 1.08743
N: 0.92154 1.34072 -0.08208
N: 1.22646 -0.57462 1.23772
N: 0.81004 0.78267 1.20240
H: -2.76061 -1.52405 0.62193
H: -2.55804 -0.33095 -0.90470
H: 0.92671 1.34708 -2.56678
H: -0.52104 0.00662 -2.94190
H: -0.42642 -1.53132 2.08372
H: 1.90603 1.49774 -0.50212
H: 1.81265 -0.71839 2.06878
H: 1.33163 1.46834 1.84406

- Orbital gap: 0.3239 hartree
- HOMO: -7.84 eV



It comes down to a, which is 0.1888 hartree more stable than the next structure.



## a
The following is a DFT calculation (ωB97M-V with the def2-TZVPD basis set) of one molecule with the formula C4H8N4.

Geometry (Å):
H: 0.74745 -2.11222 1.46356
N: -0.28842 -1.98817 1.35521
C: -0.20889 -1.11209 0.40057
N: -1.27434 -0.54061 -0.18934
C: -1.18277 0.79317 -0.77824
C: -0.29960 1.50185 0.28838
N: 0.97474 0.90211 0.00906
C: 1.14253 -0.41296 -0.09657
N: 2.15207 -1.04358 -0.54950
H: 2.03959 -2.04623 -0.40151
H: -1.98113 -1.15161 -0.56427
H: -2.19319 1.07210 -0.75369
H: -0.72631 0.78572 -1.84179
H: -0.20300 2.55868 0.19575
H: -0.55935 1.37055 1.34157
H: 1.86062 1.42330 0.12083

- Orbital gap: 0.3555 hartree
- HOMO: -8.81 eV
- Structure (SMILES): [H]/N=C1/NCCN/C1=N/[H]



## b
The following is a DFT calculation (ωB97M-V with the def2-TZVPD basis set) of a 2-piece molecular cluster, C4H8N4 overall.

Geometry (Å):
C: -0.00896 1.35804 0.47479
C: 0.60546 1.43410 -0.93171
C: 0.01724 -0.02348 -1.48885
C: -0.50436 -0.84044 -0.26805
H: 0.38078 -1.87952 1.83262
H: -1.21315 -0.49113 2.63873
H: -0.99213 1.66461 0.76021
H: 0.70219 1.56289 1.23455
H: 0.24584 2.36389 -1.56668
H: 1.72986 -0.18246 -0.41725
H: -0.42999 -0.38139 -2.42961
H: -0.77956 -2.33649 -1.28133
N: -0.03804 -0.59844 2.21178
N: -0.25559 0.00663 0.76083
N: 1.49489 0.41650 -1.24029
N: -0.95449 -2.07331 -0.28973

- Orbital gap: 0.3341 hartree
- HOMO: -8.67 eV



## c
The following is a DFT calculation (ωB97M-V with the def2-TZVPD basis set) of C4H8N4 as an isolated structure.

Geometry (Å):
C: -0.41614 0.71283 0.92164
C: -0.01009 -0.51205 0.39328
N: 0.45051 1.75208 1.00392
N: -0.81996 -1.63681 0.57257
C: -1.28578 0.67237 -0.64664
C: 2.04521 -0.49571 -0.84075
N: 1.33092 -0.86354 0.14362
N: -2.36811 0.12602 -0.99559
H: 1.44467 1.67325 0.82408
H: 0.07984 2.67767 1.14262
H: -0.88301 -1.99125 1.51653
H: -0.62456 -2.40764 -0.05183
H: -2.53335 -0.71961 -0.43349
H: -1.01750 1.64460 -1.07013
H: 1.51474 0.15613 -1.55738
H: 3.09261 -0.78833 -0.92245

- Orbital gap: 0.2922 hartree
- HOMO: -7.57 eV



It comes down to a, which is 0.1098 hartree more stable than the next structure.